[1]
13 unconnected molecules or ions with the total composition C31H77BCl2F4N2O18 in a non-equilibrium geometry. Source: the Open Molecules 2025 dataset; level of theory: ωB97M-V/def2-TZVPD.

Each line ends with the Löwdin charge.
CARTESIAN COORDINATES (ANGSTROEM)
1 C 18.3813 -22.1343 16.9233  -0.0684
2 C 19.2196 -21.3426 17.8887  -0.1573
3 N 19.7233 -22.2679 18.9331  -0.0399
4 C 18.9513 -23.0038 19.8266  0.0104
5 C 19.7937 -23.6175 20.7294  0.0220
6 N 21.1042 -23.3891 20.2716  -0.1042
7 C 21.0461 -22.5170 19.2161  0.0470
8 C 22.2526 -24.0147 20.8685  0.0031
9 H 18.9718 -22.8675 16.3739  0.0866
10 H 18.1472 -21.5768 16.0163  0.0942
11 H 17.4742 -22.5473 17.3645  0.0841
12 H 18.6024 -20.5297 18.2712  0.1316
13 H 20.0846 -20.7703 17.5535  0.1326
14 H 17.8751 -22.9888 19.7378  0.1379
15 H 19.6408 -24.2189 21.6134  0.1367
16 H 21.9775 -22.2224 18.7555  0.1679
17 H 23.0330 -24.2385 20.1411  0.1115
18 H 21.8124 -24.8349 21.4355  0.0998
19 H 22.6979 -23.4545 21.6907  0.1048
20 B 16.7233 -15.9251 12.2302  -1.4560
21 F 17.3313 -14.7096 12.1294  0.1166
22 F 15.6504 -15.8872 13.0422  0.1414
23 F 16.3206 -16.2334 10.9834  0.1444
24 F 17.6715 -16.8160 12.7826  0.0547
25 C 11.4947 -26.5845 20.9107  -0.1673
26 C 12.6251 -26.9249 20.0083  -0.2078
27 C 12.8709 -28.3850 20.2020  -0.1936
28 O 12.7024 -28.5043 21.6304  -0.1476
29 C 11.5612 -27.7079 21.9908  -0.1888
30 H 10.4781 -26.5836 20.5175  0.1113
31 H 11.7131 -25.5910 21.3023  0.1061
32 H 13.5046 -26.3358 20.2683  0.1162
33 H 12.3284 -26.6799 18.9885  0.1178
34 H 13.8530 -28.6885 19.8395  0.1197
35 H 12.1432 -29.0231 19.7006  0.1216
36 H 11.5567 -27.3797 23.0302  0.1092
37 H 10.6160 -28.2483 22.0424  0.1052
38 C 30.5087 -21.4797 25.6632  -0.1557
39 C 29.2960 -22.2606 26.2359  -0.1474
40 C 28.3203 -22.2123 25.0474  -0.2383
41 O 28.4683 -20.8864 24.6277  -0.1481
42 C 29.8568 -20.4900 24.6775  -0.1827
43 H 31.0525 -22.1791 25.0282  0.1034
44 H 31.2067 -20.9777 26.3332  0.1083
45 H 28.8529 -21.7311 27.0792  0.1114
46 H 29.6537 -23.2497 26.5222  0.1050
47 H 27.2855 -22.3219 25.3721  0.1109
48 H 28.3335 -23.0389 24.3370  0.1120
49 H 29.9946 -19.4863 25.0796  0.1083
50 H 30.1634 -20.3648 23.6390  0.1135
51 C 13.8174 -19.7627 21.6658  -0.1840
52 C 12.5909 -20.3042 20.8782  -0.2270
53 O 11.5051 -20.6734 21.7216  -0.0854
54 O 14.2024 -20.7170 22.7184  -0.1001
55 H 13.5630 -18.8728 22.2416  0.1142
56 H 14.6321 -19.4620 21.0071  0.1070
57 H 12.6876 -21.2645 20.3717  0.1120
58 H 12.2355 -19.5632 20.1622  0.1184
59 H 11.8422 -20.9851 22.5646  0.0687
60 H 14.2111 -20.3250 23.5947  0.0762
61 C 13.0466 -22.6578 10.2370  -0.2505
62 C 14.6008 -22.7996 10.2018  -0.2146
63 O 14.7642 -23.8546 9.2665  -0.0948
64 O 12.5203 -21.9260 9.1226  -0.0653
65 H 12.7582 -22.0933 11.1237  0.1046
66 H 12.6532 -23.6464 10.4738  0.1140
67 H 14.9282 -23.1504 11.1805  0.1167
68 H 15.0173 -21.8819 9.7864  0.1206
69 H 14.4377 -23.6257 8.3933  0.0823
70 H 12.4075 -21.0150 9.4036  0.0870
71 C 16.7421 -27.2873 25.1271  -0.2621
72 C 17.9285 -27.9642 25.8408  -0.2205
73 O 19.2097 -27.4704 25.3808  -0.0833
74 O 16.7429 -27.4885 23.7519  -0.0567
75 H 16.7969 -26.2112 25.2918  0.1160
76 H 15.8284 -27.7013 25.5535  0.1232
77 H 17.8867 -29.0176 25.5636  0.1089
78 H 17.9397 -27.9989 26.9302  0.1153
79 H 19.8578 -28.0440 25.7961  0.0746
80 H 15.8304 -27.6436 23.4972  0.0851
81 C 22.8250 -28.3083 15.8246  -0.2497
82 C 22.9766 -29.1919 14.5615  -0.2339
83 O 23.2909 -30.5058 14.9353  -0.0713
84 O 23.8616 -28.3051 16.7745  -0.0678
85 H 21.9512 -28.6345 16.3886  0.1141
86 H 22.7080 -27.2506 15.5884  0.1159
87 H 23.8243 -28.9279 13.9291  0.1141
88 H 22.1303 -29.1746 13.8748  0.1220
89 H 24.1945 -30.5942 15.2471  0.0846
90 H 23.9431 -29.2303 17.0172  0.0726
91 C 16.3311 -27.6099 14.9055  -0.2009
92 C 16.4257 -29.0974 14.4861  -0.2090
93 O 15.9764 -29.8799 15.6219  -0.0964
94 O 17.1133 -27.2168 16.0892  -0.0930
95 H 15.2884 -27.3383 15.0701  0.1117
96 H 16.7741 -27.0609 14.0746  0.1112
97 H 17.4838 -29.3539 14.4341  0.1120
98 H 15.8422 -29.3455 13.5996  0.1217
99 H 15.4861 -30.6503 15.3260  0.0764
100 H 17.3825 -27.9261 16.6774  0.0664
101 C 20.3259 -14.1956 16.6684  -0.1892
102 C 19.1952 -13.2112 17.0817  -0.2432
103 O 18.8506 -12.3947 15.9989  -0.0617
104 O 21.5226 -14.2035 17.5097  -0.1215
105 H 20.8650 -13.9540 15.7523  0.1166
106 H 20.0730 -15.2523 16.5813  0.1110
107 H 19.5465 -12.5013 17.8305  0.1182
108 H 18.3313 -13.7700 17.4415  0.1106
109 H 18.5980 -13.0204 15.3160  0.0908
110 H 22.2158 -13.6599 17.1281  0.0673
111 C 25.8502 -17.4411 20.5483  -0.2063
112 C 26.1753 -18.7561 19.7828  -0.2691
113 O 25.8916 -19.9803 20.3883  -0.0571
114 O 26.9296 -16.9377 21.3767  -0.0816
115 H 24.9468 -17.6335 21.1271  0.1118
116 H 25.5523 -16.6258 19.8890  0.1121
117 H 27.1693 -18.7563 19.3356  0.1143
118 H 25.6758 -18.5888 18.8285  0.1097
119 H 26.2715 -20.0723 21.2652  0.0907
120 H 27.2606 -16.1008 21.0424  0.0750
121 C 19.6267 -30.5759 20.7055  -0.2555
122 C 18.5082 -31.6943 20.9076  -0.2232
123 O 17.8877 -32.0252 19.6777  -0.0589
124 O 19.0230 -29.3799 20.3872  -0.0736
125 H 20.2701 -30.8160 19.8590  0.1178
126 H 20.2622 -30.4496 21.5820  0.1084
127 H 17.7618 -31.2689 21.5784  0.1045
128 H 18.9213 -32.5285 21.4747  0.1127
129 H 17.5782 -31.2017 19.2934  0.0782
130 H 18.4763 -29.0604 21.1088  0.0866
131 C 27.2105 -24.2907 15.1732  -1.0090
132 Cl 28.8630 -23.6065 15.0585  0.4998
133 Cl 25.7975 -23.1682 15.1695  0.4650
134 H 27.0951 -25.0399 14.3900  0.0225
135 H 27.0384 -24.9398 16.0318  0.0208

HOMO-LUMO gap: 7.4 eV
HOMO level: -8.8 eV
Molecular weight: 923.7 g mol⁻¹
Strongest force on any atom: 3.363 eV/Å

***

[2]
13 unconnected molecules or ions with the total composition C31H77Cl6N5O10 in a non-equilibrium geometry. Source: the Open Molecules 2025 dataset; level of theory: ωB97M-V/def2-TZVPD.

Each line ends with the Löwdin charge.
CARTESIAN COORDINATES (ANGSTROEM)
1 Cl -0.3388 -7.0616 -0.3572  0.5120
2 C 1.2842 -7.7594 -0.6235  -0.6550
3 C 2.3412 -7.3277 0.3856  -0.6520
4 Cl 2.4759 -5.5596 0.4211  0.5250
5 H 1.6050 -7.4279 -1.6111  0.0663
6 H 1.1539 -8.8408 -0.5839  0.0692
7 H 3.3109 -7.7582 0.1356  0.0758
8 H 2.1858 -7.4458 1.4580  0.0550
9 Cl -3.5949 -5.4159 5.6640  0.5612
10 C -3.2339 -5.4881 3.9716  -0.6953
11 C -4.4912 -5.6944 3.2042  -0.6111
12 Cl -5.8903 -4.6268 3.7412  0.4709
13 H -2.4982 -6.2923 3.9561  0.0698
14 H -2.7294 -4.5454 3.7597  0.0723
15 H -4.8922 -6.6949 3.3662  0.0649
16 H -4.4211 -5.4987 2.1342  0.0668
17 Cl 6.4632 -0.9981 1.3841  0.5837
18 C 6.2021 0.2394 2.5272  -0.7590
19 C 7.4968 0.8462 3.1007  -0.5707
20 Cl 8.2200 1.9814 1.8435  0.4694
21 H 5.6947 -0.3168 3.3155  0.0590
22 H 5.3644 0.8748 2.2399  0.0776
23 H 8.2567 0.1355 3.4255  0.0744
24 H 7.0916 1.5539 3.8239  0.0629
25 C -0.2947 -0.9039 0.0400  -0.0570
26 C 0.3971 0.1820 0.8415  -0.4466
27 C 0.4573 1.5698 0.1538  -0.0565
28 O -0.3234 0.3410 2.1281  -0.0791
29 H -0.4517 -1.7286 0.7352  0.0778
30 H 0.2309 -1.2559 -0.8476  0.0797
31 H -1.2408 -0.5224 -0.3439  0.0754
32 H 1.4305 -0.0683 1.0812  0.1231
33 H 1.2486 1.6645 -0.5898  0.0731
34 H 0.5555 2.4052 0.8469  0.0709
35 H -0.5080 1.7095 -0.3327  0.0679
36 H 0.3285 0.6319 2.7699  0.0746
37 C 1.7372 5.7885 -6.9304  -0.0480
38 C 1.5947 5.7463 -5.3851  -0.4727
39 C 0.2393 5.3140 -4.9270  -0.0914
40 O 2.4555 4.7296 -4.8619  -0.0716
41 H 1.7282 4.7992 -7.3878  0.0800
42 H 2.6995 6.2158 -7.2122  0.0751
43 H 0.9624 6.4304 -7.3498  0.0759
44 H 1.7897 6.7355 -4.9711  0.1354
45 H 0.0208 5.1639 -3.8698  0.0746
46 H -0.2137 4.4084 -5.3305  0.0832
47 H -0.4343 6.1039 -5.2592  0.0749
48 H 2.3827 3.9476 -5.4139  0.0826
49 C -3.6004 5.0166 2.7847  -0.0690
50 C -4.6073 3.9185 2.6046  -0.4879
51 C -5.9113 4.3854 2.0242  -0.0715
52 O -4.0708 3.0589 1.5805  -0.0699
53 H -3.9660 5.7911 3.4589  0.0843
54 H -3.3900 5.4299 1.7983  0.0829
55 H -2.6338 4.6109 3.0835  0.0789
56 H -4.7026 3.3932 3.5549  0.1368
57 H -6.5939 3.6226 1.6498  0.0749
58 H -5.8289 5.0140 1.1375  0.0781
59 H -6.6065 4.9471 2.6482  0.0783
60 H -3.3768 2.5217 1.9694  0.0823
61 C -5.6199 -4.9440 -2.8271  -0.0471
62 C -5.5642 -4.3257 -4.2877  -0.4828
63 C -5.1071 -2.8581 -4.3154  -0.0464
64 O -4.6566 -5.0992 -4.9991  -0.0727
65 H -5.9160 -5.9915 -2.7705  0.0663
66 H -6.3927 -4.5836 -2.1482  0.0664
67 H -4.6465 -4.6955 -2.4042  0.0740
68 H -6.4677 -4.5620 -4.8498  0.1292
69 H -4.1163 -2.7157 -3.8840  0.0737
70 H -5.7472 -2.1403 -3.8025  0.0797
71 H -4.9421 -2.5464 -5.3468  0.0753
72 H -5.0357 -5.9760 -5.0943  0.0909
73 C 2.0227 -4.0437 5.6686  -0.0460
74 C 2.4480 -3.7835 7.1318  -0.5183
75 C 1.4970 -4.0908 8.2550  -0.0595
76 O 3.6919 -4.4277 7.2860  -0.0556
77 H 2.7556 -3.5690 5.0162  0.0759
78 H 1.1447 -3.5302 5.2767  0.0724
79 H 1.9485 -5.1267 5.5705  0.0779
80 H 2.6513 -2.7246 7.2915  0.1279
81 H 0.6033 -3.4777 8.1389  0.0851
82 H 2.0636 -4.0266 9.1840  0.0831
83 H 1.2367 -5.1449 8.1592  0.0754
84 H 3.8032 -5.2447 6.7944  0.0835
85 O 4.3571 0.8287 -5.1419  0.0472
86 C 4.8384 0.2977 -4.1802  -0.6638
87 N 4.3808 -0.7917 -3.6198  0.1689
88 C 6.0462 0.9358 -3.5379  -0.0140
89 H 3.5888 -1.2186 -4.0788  0.1194
90 H 4.8549 -1.3141 -2.8970  0.1140
91 H 6.0312 1.0512 -2.4541  0.0728
92 H 6.1269 1.9553 -3.9152  0.0781
93 H 6.9707 0.4643 -3.8712  0.0813
94 O 2.0740 2.1834 5.9857  0.0255
95 C 2.0735 2.8934 6.9714  -0.7073
96 N 2.0668 4.1743 6.9352  0.1793
97 C 1.8902 2.2384 8.2580  -0.0158
98 H 2.0391 4.5881 6.0142  0.1312
99 H 1.9147 4.7026 7.7824  0.1212
100 H 2.7780 2.3441 8.8815  0.0889
101 H 1.7322 1.1875 8.0160  0.0902
102 H 1.0589 2.7284 8.7651  0.0877
103 O 3.1413 6.5390 1.6801  0.0258
104 C 3.3346 6.3031 0.5020  -0.6723
105 N 2.4193 6.4186 -0.4156  0.1694
106 C 4.6676 5.8162 0.0572  -0.0125
107 H 2.5918 5.9695 -1.3036  0.1133
108 H 1.4936 6.6895 -0.1159  0.1225
109 H 4.6955 4.9050 -0.5403  0.0807
110 H 5.3138 5.6289 0.9148  0.0847
111 H 5.0168 6.6672 -0.5276  0.0888
112 O -5.6519 3.1017 -4.8533  0.0106
113 C -5.6745 3.2480 -3.6369  -0.6602
114 N -5.0070 2.4863 -2.8619  0.1762
115 C -6.5941 4.3225 -3.0395  -0.0064
116 H -5.0643 2.5915 -1.8591  0.1208
117 H -4.4772 1.8097 -3.3926  0.1290
118 H -7.1631 4.8585 -3.7992  0.0763
119 H -5.9434 5.1561 -2.7756  0.0768
120 H -7.2434 3.9032 -2.2708  0.0761
121 O 1.2482 -4.0756 -6.3444  0.0015
122 C 0.0246 -4.2048 -6.3973  -0.6134
123 N -0.5977 -4.6793 -5.3391  0.1557
124 C -0.8178 -3.8845 -7.6493  0.0060
125 H -0.0127 -5.0214 -4.5902  0.1172
126 H -1.6044 -4.7604 -5.3521  0.0975
127 H -1.7250 -3.5089 -7.1760  0.0648
128 H -1.0959 -4.7831 -8.2000  0.0814
129 H -0.3111 -3.1143 -8.2309  0.0838

HOMO-LUMO gap: 9.4 eV
HOMO level: -9.3 eV
Molecular weight: 892.7 g mol⁻¹
Strongest force on any atom: 5.659 eV/Å

***

[3]
10 unconnected molecules or ions with the total composition C31H77O13 in a non-equilibrium geometry. Source: the Open Molecules 2025 dataset; level of theory: ωB97M-V/def2-TZVPD.

Each line ends with the Löwdin charge.
CARTESIAN COORDINATES (ANGSTROEM)
1 O 1.2641 3.8852 -1.6877  -0.0943
2 C 1.5633 3.2093 -0.5486  -0.1066
3 O 2.3508 3.9244 0.4736  -0.1073
4 C 3.4501 3.0958 1.0008  -0.1834
5 C 3.4894 3.3823 2.6482  -0.0853
6 C 2.2326 2.4620 3.2550  -0.4634
7 O 1.0235 3.0212 3.3445  -0.1787
8 O 2.5290 1.0575 3.6098  -0.2921
9 H 1.2044 2.0923 -0.4843  0.1365
10 H 4.5158 3.3837 0.6119  0.1270
11 H 3.2917 1.9427 0.8628  0.1227
12 H 4.5369 3.0677 3.1099  0.1178
13 H 3.2604 4.5339 2.7671  0.1024
14 C 2.0602 -1.8225 -1.9139  -0.0590
15 C 2.3883 -1.2107 -0.5612  -0.4739
16 C 1.2763 -1.4614 0.4449  -0.0443
17 O 2.5810 0.1933 -0.7121  -0.0760
18 H 1.1477 -1.3828 -2.3318  0.0798
19 H 2.8637 -1.6236 -2.6312  0.0699
20 H 1.9216 -2.9052 -1.8343  0.0626
21 H 3.3270 -1.6318 -0.1848  0.1426
22 H 0.3360 -1.0089 0.1105  0.0633
23 H 1.5205 -1.0050 1.4100  0.0839
24 H 1.1142 -2.5334 0.5951  0.0713
25 H 1.7524 0.5756 -1.0460  0.0539
26 C -3.3348 1.7213 -1.6820  -0.0595
27 C -2.5455 0.4810 -1.2941  -0.4972
28 C -3.2463 -0.3004 -0.1941  -0.0594
29 O -1.2488 0.8673 -0.8463  -0.0718
30 H -3.4425 2.4000 -0.8284  0.0622
31 H -2.8125 2.2801 -2.4658  0.0831
32 H -4.3324 1.4565 -2.0460  0.0798
33 H -2.4115 -0.1596 -2.1725  0.1354
34 H -3.3509 0.3067 0.7122  0.0856
35 H -2.6609 -1.1834 0.0834  0.0735
36 H -4.2413 -0.6257 -0.5135  0.0730
37 H -1.3580 1.4365 -0.0664  0.1018
38 C 3.3790 8.7377 4.8445  -0.0750
39 C 3.1247 7.2414 4.9330  -0.5031
40 C 2.2583 6.8965 6.1338  -0.0646
41 O 4.3700 6.5560 5.0366  -0.0616
42 H 3.9088 9.0984 5.7333  0.0749
43 H 4.0139 8.9698 3.9827  0.0779
44 H 2.4406 9.2926 4.7478  0.0761
45 H 2.6360 6.8962 4.0154  0.1396
46 H 2.7484 7.1920 7.0684  0.0754
47 H 2.0939 5.8153 6.1919  0.0863
48 H 1.2863 7.3963 6.0759  0.0775
49 H 4.8109 6.8563 5.8488  0.0871
50 C 3.5890 2.2632 -4.1388  -0.0569
51 C 5.0735 2.1628 -3.8262  -0.5006
52 C 5.8023 1.3216 -4.8619  -0.0756
53 O 5.2463 1.5794 -2.5375  -0.0578
54 H 3.1194 1.2732 -4.1325  0.0785
55 H 3.0753 2.8612 -3.3785  0.0664
56 H 3.4219 2.7229 -5.1179  0.0770
57 H 5.5113 3.1664 -3.7930  0.1385
58 H 5.4111 0.2981 -4.8813  0.0772
59 H 6.8674 1.2478 -4.6174  0.0756
60 H 5.7016 1.7530 -5.8627  0.0742
61 H 4.8605 0.6878 -2.5576  0.0807
62 C -3.2137 6.0841 -0.0489  -0.0595
63 C -4.6523 5.5980 0.0279  -0.5050
64 C -5.4587 6.4091 1.0295  -0.0723
65 O -4.6671 4.2252 0.4107  -0.0715
66 H -2.7132 5.9814 0.9205  0.0877
67 H -2.6423 5.4834 -0.7645  0.0822
68 H -3.1675 7.1334 -0.3565  0.0790
69 H -5.1175 5.6674 -0.9615  0.1375
70 H -5.0377 6.3179 2.0372  0.0819
71 H -6.4886 6.0402 1.0832  0.0763
72 H -5.4797 7.4682 0.7542  0.0773
73 H -4.2560 4.1540 1.2882  0.0984
74 C -0.7926 -6.7180 -1.4171  -0.0598
75 C -0.1524 -5.3390 -1.4146  -0.4933
76 C -1.1673 -4.2562 -1.7448  -0.0562
77 O 0.9020 -5.3061 -2.3730  -0.0671
78 H -1.2038 -6.9574 -2.4042  0.0692
79 H -0.0479 -7.4883 -1.1899  0.0787
80 H -1.5979 -6.7807 -0.6785  0.0757
81 H 0.2910 -5.1408 -0.4327  0.1393
82 H -1.5918 -4.4083 -2.7436  0.0778
83 H -0.6899 -3.2705 -1.7517  0.0649
84 H -1.9838 -4.2450 -1.0161  0.0696
85 H 0.5175 -5.4811 -3.2481  0.0899
86 C -5.8539 -7.0147 -0.2039  -0.0645
87 C -5.2137 -5.6357 -0.2015  -0.4942
88 C -6.2286 -4.5529 -0.5317  -0.0620
89 O -4.1594 -5.6028 -1.1599  -0.0734
90 H -6.2651 -7.2541 -1.1910  0.0801
91 H -5.1092 -7.7851 0.0232  0.0799
92 H -6.6592 -7.0774 0.5346  0.0779
93 H -4.7703 -5.4375 0.7804  0.1416
94 H -6.6531 -4.7050 -1.5305  0.0800
95 H -5.7512 -3.5672 -0.5385  0.0755
96 H -7.0452 -4.5418 0.1970  0.0797
97 H -4.5438 -5.7778 -2.0350  0.0760
98 C 6.2879 -0.5486 6.6687  -0.0818
99 C 5.4852 0.6735 6.2518  -0.5074
100 C 4.1482 0.7309 6.9733  -0.0675
101 O 5.2613 0.6340 4.8449  -0.0709
102 H 5.7526 -1.4722 6.4211  0.0773
103 H 7.2423 -0.5834 6.1324  0.0729
104 H 6.4905 -0.5398 7.7442  0.0700
105 H 6.0588 1.5816 6.4670  0.1346
106 H 3.5370 -0.1473 6.7366  0.0835
107 H 3.5761 1.6087 6.6543  0.0828
108 H 4.2866 0.7781 8.0580  0.0685
109 H 4.7524 -0.1692 4.6445  0.0842
110 C -3.8398 -8.0170 -6.4663  -0.0663
111 C -4.6336 -7.1206 -5.5293  -0.5020
112 C -4.6957 -5.6929 -6.0484  -0.0644
113 O -4.0254 -7.1284 -4.2404  -0.0659
114 H -2.8056 -7.6673 -6.5607  0.0822
115 H -3.7932 -9.0385 -6.0739  0.0807
116 H -4.2915 -8.0449 -7.4628  0.0799
117 H -5.6491 -7.5151 -5.4149  0.1394
118 H -3.6918 -5.2608 -6.1280  0.0832
119 H -5.2594 -5.0565 -5.3579  0.0794
120 H -5.1730 -5.6511 -7.0324  0.0803
121 H -3.1232 -6.7796 -4.3323  0.0861

HOMO-LUMO gap: 5.8 eV
Total charge: -1
HOMO level: -4.1 eV
Molecular weight: 657.9 g mol⁻¹
Strongest force on any atom: 8.502 eV/Å